# 1
DFT (ωB97M-V/def2-TZVPD) results for a cluster of 2 separate species, C9H7BFO12S in total.

Results
Net charge = -1
Orbital gap = 0.3374 Ha

```
31
C9H7BFO12S | the OMol25 dataset | ωB97M-V/def2-TZVPD
H 0.48 2.40 -3.21
S 0.63 -1.86 -1.39
C -1.01 1.73 2.69
H -0.17 -0.98 -4.70
C -0.13 1.09 1.60
O -0.06 -2.35 -0.26
O -2.43 -0.69 -1.16
O -0.18 1.33 0.43
C -1.79 -0.55 -2.14
O -2.13 0.28 -3.17
C -0.87 0.81 -3.68
H -0.85 -2.25 -2.99
H 0.12 1.38 -1.82
O -0.64 1.22 3.86
C 0.98 -1.47 5.07
H -1.10 2.51 -2.37
O 2.95 -0.32 5.98
F 1.39 -0.56 -1.01
O -1.87 2.54 2.51
C -0.32 1.83 -2.71
O 0.98 -2.50 5.68
B 0.46 0.25 3.65
C -0.52 -1.29 -2.60
O 1.58 -2.66 -2.10
O 0.70 0.25 2.19
H -1.05 1.27 -4.65
H 1.06 -0.17 -3.71
C 2.01 -0.33 5.23
O 0.11 -1.09 4.15
O 1.67 0.64 4.39
C 0.01 -0.45 -3.77
```

Listed below, in e, are the Löwdin charges computed for each atom:
1. H 0.09
2. S 0.64
3. C -0.39
4. H 0.12
5. C -0.38
6. O -0.21
7. O 0.19
8. O 0.12
9. C -0.46
10. O 0.04
11. C -0.32
12. H 0.15
13. H 0.05
14. O 0.23
15. C -0.39
16. H 0.10
17. O 0.14
18. F -0.11
19. O 0.14
20. C -0.02
21. O 0.14
22. B -0.87
23. C -0.24
24. O -0.26
25. O 0.23
26. H 0.15
27. H 0.13
28. C -0.39
29. O 0.23
30. O 0.23
31. C -0.10

---

# 2
DFT (ωB97M-V/def2-TZVPD) results for a structure of composition C9H7BrO.

Results
Relative energy (zero: lowest compared OMol25 entry of this formula, charge and spin) = 11.9 kcal per mole
Orbital gap = 0.3030 Ha

```
18
C9H7BrO | the OMol25 dataset | ωB97M-V/def2-TZVPD
O 2.46 -1.54 -1.20
C 0.76 0.39 -0.48
Br 3.49 0.76 0.30
C -1.73 0.94 0.66
H -1.75 2.62 -0.65
C 0.08 1.61 -0.77
C 0.23 -0.54 0.45
C 1.93 -2.22 -0.19
C -0.95 -0.15 1.03
H 0.91 -2.50 1.40
C 2.08 0.22 -1.05
C -1.24 1.82 -0.33
H -2.59 0.96 1.23
C 1.04 -1.76 0.67
H 0.39 2.44 -1.44
H 2.43 0.68 -1.94
H -1.44 -0.80 1.89
H 2.22 -3.28 0.06
```

Listed below, in e, are the Löwdin charges computed for each atom:
1. O -0.09
2. C -0.27
3. Br 0.66
4. C -0.05
5. H 0.05
6. C -0.02
7. C -0.17
8. C -0.25
9. C -0.05
10. H 0.09
11. C -0.35
12. C -0.05
13. H 0.07
14. C -0.07
15. H 0.13
16. H 0.08
17. H 0.15
18. H 0.15

---

| no. | maximum force (eV/Å) |
| --- | --- |
| 1 | 0.8 |
| 2 | 5.4 |